1.
Entry from OMol25: a cluster of 16 separate species, C48H112N16O16 in total in a non-equilibrium geometry (the ωB97M-V functional and the def2-TZVPD basis).

Its electronic energy is -3976.01642 a.u. The calculation puts the HOMO energy at -9.07 eV. As for the multiplicity: 1. Its gap between HOMO and LUMO is 9.00 eV.

Last column: Löwdin charge in e.
Element x y z (Å)
C1 29.23 -14.85 -30.01  -0.0049
C2 29.85 -13.46 -29.80  -0.5538
O1 30.77 -13.33 -28.97  0.0167
N1 29.48 -12.50 -30.63  -0.0031
C3 30.18 -11.23 -30.69  -0.0567
H1 29.51 -15.45 -30.87  0.0777
H2 28.14 -14.76 -30.01  0.0718
H3 29.61 -15.41 -29.16  0.0774
H4 28.51 -12.58 -30.92  0.1334
H5 29.50 -10.39 -30.53  0.0833
H6 30.74 -11.13 -31.62  0.0785
H7 30.93 -11.22 -29.89  0.0797
C4 32.65 -6.02 -33.54  -0.0230
C5 31.59 -5.11 -33.02  -0.5441
O2 30.37 -5.24 -33.26  0.0118
N2 32.17 -4.26 -32.15  -0.0061
C6 31.47 -3.45 -31.18  -0.0630
H8 32.36 -6.87 -34.17  0.0769
H9 33.16 -6.59 -32.76  0.0857
H10 33.32 -5.41 -34.14  0.0826
H11 33.17 -4.20 -32.20  0.1365
H12 31.62 -2.43 -31.54  0.0739
H13 31.97 -3.38 -30.21  0.0792
H14 30.39 -3.57 -31.13  0.0894
C7 36.65 -9.98 -36.79  -0.0074
C8 36.58 -8.90 -37.84  -0.5919
O3 37.44 -8.89 -38.69  0.0378
N3 35.66 -7.94 -37.74  -0.0043
C9 35.59 -6.77 -38.61  -0.0546
H15 36.88 -11.01 -37.06  0.0787
H16 35.74 -10.12 -36.19  0.0699
H17 37.49 -9.65 -36.17  0.0818
H18 34.74 -8.13 -37.37  0.1398
H19 34.67 -7.07 -39.13  0.0829
H20 36.41 -6.55 -39.29  0.0900
H21 35.19 -5.97 -37.98  0.0773
C10 42.02 -3.71 -28.82  -0.0071
C11 42.63 -3.28 -27.45  -0.5634
O4 42.71 -2.10 -27.15  0.0430
N4 42.65 -4.33 -26.62  -0.0007
C12 43.27 -4.06 -25.31  -0.0582
H22 41.85 -4.77 -28.99  0.0619
H23 42.46 -3.37 -29.77  0.0696
H24 41.07 -3.19 -28.74  0.0760
H25 42.53 -5.28 -26.95  0.1320
H26 43.11 -5.00 -24.79  0.0800
H27 42.77 -3.16 -24.94  0.0846
H28 44.34 -3.90 -25.38  0.0822
C13 40.05 -10.43 -25.61  0.0072
C14 41.40 -10.19 -26.35  -0.5005
O5 41.60 -9.15 -26.97  0.0008
N5 42.38 -11.14 -26.40  -0.0195
C15 42.38 -12.33 -25.69  -0.1318
H29 39.23 -9.77 -25.90  0.0803
H30 40.22 -10.27 -24.55  0.0787
H31 39.76 -11.46 -25.83  0.0712
H32 43.24 -10.98 -26.91  0.1453
H33 41.81 -13.07 -26.25  0.0879
H34 42.00 -12.25 -24.67  0.0896
H35 43.41 -12.68 -25.65  0.0909
C16 37.25 -16.83 -24.26  -0.0067
C17 36.63 -15.61 -24.89  -0.5752
O6 36.45 -15.58 -26.09  0.0384
N6 36.12 -14.64 -24.09  -0.0095
C18 35.59 -13.36 -24.57  -0.0634
H36 38.15 -16.64 -23.67  0.0762
H37 37.67 -17.54 -24.97  0.0825
H38 36.35 -17.17 -23.76  0.0881
H39 36.01 -14.82 -23.11  0.1320
H40 34.55 -13.23 -24.27  0.0785
H41 35.65 -13.24 -25.65  0.0855
H42 36.19 -12.61 -24.04  0.0735
C19 42.98 -6.21 -36.23  -0.0011
C20 43.95 -6.70 -37.36  -0.5493
O7 45.00 -7.25 -37.01  0.0010
N7 43.67 -6.62 -38.64  0.0039
C21 42.49 -6.01 -39.19  -0.0745
H43 42.94 -5.13 -36.15  0.0736
H44 43.25 -6.64 -35.26  0.0718
H45 41.97 -6.58 -36.39  0.0682
H46 44.36 -7.07 -39.22  0.1525
H47 42.93 -5.59 -40.10  0.0842
H48 42.03 -5.27 -38.54  0.0863
H49 41.74 -6.67 -39.63  0.0837
C22 35.87 -17.41 -35.31  -0.0052
C23 35.16 -18.68 -35.04  -0.5479
O8 33.90 -18.69 -34.88  -0.0049
N8 35.87 -19.77 -35.08  -0.0203
C24 35.46 -21.08 -34.95  -0.0927
H50 35.50 -16.59 -34.70  0.0886
H51 36.05 -17.08 -36.33  0.0878
H52 36.92 -17.55 -35.04  0.0639
H53 36.88 -19.78 -35.14  0.1445
H54 35.31 -21.44 -33.93  0.0988
H55 36.19 -21.77 -35.38  0.0881
H56 34.70 -21.14 -35.73  0.1013
C25 31.50 -21.97 -31.16  0.0006
C26 32.10 -21.01 -30.19  -0.6605
O9 32.35 -21.32 -29.10  0.0884
N9 32.56 -19.85 -30.66  0.0266
C27 33.25 -18.92 -29.73  -0.0594
H57 32.13 -22.04 -32.04  0.0811
H58 30.49 -21.68 -31.46  0.0799
H59 31.34 -22.89 -30.59  0.0853
H60 32.51 -19.67 -31.65  0.1325
H61 34.20 -18.52 -30.09  0.0715
H62 33.53 -19.32 -28.76  0.0822
H63 32.72 -17.98 -29.62  0.0707
C28 44.34 -10.41 -32.02  -0.0018
C29 43.38 -11.21 -32.85  -0.5983
O10 42.50 -11.87 -32.35  0.0380
N10 43.70 -11.21 -34.18  -0.0046
C30 42.90 -11.89 -35.24  -0.0468
H64 43.63 -9.93 -31.34  0.0903
H65 44.98 -9.78 -32.64  0.0775
H66 44.89 -11.19 -31.50  0.0913
H67 44.32 -10.44 -34.38  0.1140
H68 41.83 -11.80 -35.10  0.0812
H69 43.26 -12.91 -35.30  0.0796
H70 43.24 -11.29 -36.09  0.0795
C31 37.18 -3.20 -25.93  -0.0183
C32 35.95 -2.51 -25.44  -0.5530
O11 35.92 -1.27 -25.48  0.0362
N11 34.94 -3.32 -25.04  -0.0164
C33 33.77 -3.02 -24.28  -0.0791
H71 37.76 -3.64 -25.12  0.0811
H72 37.81 -2.42 -26.34  0.0828
H73 37.06 -4.00 -26.67  0.0793
H74 35.05 -4.29 -25.30  0.1301
H75 34.08 -2.39 -23.44  0.0907
H76 33.24 -3.91 -23.96  0.0832
H77 33.06 -2.47 -24.90  0.0832
C34 36.10 -12.22 -31.36  -0.0128
C35 36.47 -10.81 -31.05  -0.5780
O12 35.75 -10.11 -30.33  0.0185
N12 37.61 -10.33 -31.57  -0.0097
C36 38.12 -8.94 -31.55  -0.0382
H78 35.57 -12.15 -32.31  0.0882
H79 35.52 -12.63 -30.53  0.0878
H80 36.83 -13.01 -31.48  0.0740
H81 38.22 -11.07 -31.91  0.1250
H82 37.55 -8.48 -32.36  0.0850
H83 39.19 -9.02 -31.77  0.0779
H84 38.02 -8.53 -30.55  0.0827
C37 40.10 -17.20 -30.71  -0.0117
C38 40.08 -17.97 -31.98  -0.5994
O13 39.39 -18.97 -32.09  0.0348
N13 40.83 -17.53 -33.00  0.0312
C39 40.78 -18.12 -34.41  -0.0424
H85 39.41 -17.74 -30.06  0.0829
H86 39.77 -16.16 -30.76  0.0814
H87 40.97 -17.22 -30.05  0.0806
H88 41.45 -16.74 -32.94  0.1316
H89 40.10 -18.95 -34.61  0.0617
H90 41.67 -18.72 -34.54  0.0741
H91 40.54 -17.38 -35.19  0.0745
C40 38.48 -2.85 -35.39  -0.0022
C41 37.17 -2.45 -34.69  -0.4890
O14 36.49 -3.17 -33.90  -0.0142
N14 36.79 -1.16 -34.96  -0.0192
C42 35.68 -0.46 -34.36  -0.0736
H92 38.35 -3.62 -36.15  0.0778
H93 39.14 -3.14 -34.57  0.0846
H94 38.92 -2.05 -35.98  0.0646
H95 37.46 -0.64 -35.52  0.1208
H96 34.79 -1.09 -34.31  0.0843
H97 35.48 0.39 -35.01  0.0814
H98 35.91 -0.05 -33.38  0.0849
C43 30.87 -8.73 -21.32  -0.0234
C44 30.64 -8.92 -22.78  -0.5528
O15 29.41 -8.94 -23.07  -0.0070
N15 31.66 -8.82 -23.66  0.0291
C45 31.55 -8.99 -25.19  -0.0289
H99 31.08 -9.70 -20.87  0.0854
H100 29.96 -8.35 -20.85  0.0846
H101 31.61 -7.94 -21.24  0.0769
H102 32.61 -8.78 -23.31  0.1211
H103 30.70 -9.60 -25.52  0.0779
H104 32.41 -9.58 -25.49  0.0672
H105 31.57 -8.10 -25.82  0.0701
C46 30.30 -13.49 -35.63  -0.0154
C47 30.11 -12.06 -36.03  -0.5358
O16 31.05 -11.52 -36.65  -0.0041
N16 29.02 -11.44 -35.50  -0.0062
C48 28.54 -10.10 -35.79  -0.0702
H106 29.30 -13.93 -35.54  0.0757
H107 30.84 -13.47 -34.69  0.0881
H108 30.92 -13.99 -36.37  0.0884
H109 28.51 -11.97 -34.81  0.1280
H110 27.82 -9.82 -35.02  0.0827
H111 28.05 -10.25 -36.76  0.0829
H112 29.17 -9.22 -35.96  0.0854

---

2.
Entry from OMol25: a cluster of 16 separate species, C48H112N16O16 in total in a non-equilibrium geometry (the ωB97M-V functional and the def2-TZVPD basis).

Its electronic energy is -3976.33933 a.u. The calculation puts the HOMO energy at -8.84 eV. As for the multiplicity: 1. Its gap between HOMO and LUMO is 9.10 eV.

Last column: Löwdin charge in e.
Element x y z (Å)
C1 -4.60 1.21 0.51  0.0117
C2 -3.88 2.37 1.09  -0.5479
O1 -3.81 3.48 0.53  -0.0092
N1 -3.28 2.23 2.29  0.0306
C3 -3.38 1.20 3.33  -0.0375
H1 -4.44 0.27 0.97  0.0423
H2 -4.52 1.20 -0.60  0.0812
H3 -5.67 1.42 0.68  0.1115
H4 -2.89 3.15 2.56  0.1535
H5 -4.27 1.27 4.00  0.1001
H6 -2.53 1.27 3.97  0.0486
H7 -3.37 0.21 2.92  0.0470
C4 -4.20 -3.72 3.35  0.0084
C5 -3.54 -2.89 2.31  -0.5768
O2 -3.99 -1.85 1.88  0.0328
N2 -2.34 -3.29 1.88  0.0296
C6 -1.70 -2.59 0.82  -0.0512
H8 -3.79 -4.74 3.37  0.0732
H9 -5.22 -3.82 3.11  0.0725
H10 -4.18 -3.22 4.34  0.1040
H11 -1.93 -4.11 2.31  0.0856
H12 -1.25 -1.61 1.17  0.1075
H13 -2.36 -2.51 -0.03  0.0599
H14 -0.88 -3.26 0.53  0.0883
C7 -3.63 -4.86 -1.58  0.0201
C8 -2.42 -5.09 -2.46  -0.5114
O3 -1.49 -5.80 -2.08  0.0054
N3 -2.46 -4.52 -3.69  0.0249
C9 -1.34 -4.49 -4.59  -0.0733
H15 -4.40 -4.28 -2.09  0.0624
H16 -3.34 -4.34 -0.61  0.0825
H17 -4.07 -5.73 -1.19  0.0563
H18 -3.36 -4.05 -4.00  0.1269
H19 -0.47 -4.35 -4.02  0.0508
H20 -1.57 -3.63 -5.30  0.0963
H21 -1.21 -5.41 -5.17  0.0856
C10 5.10 -5.45 -0.95  0.0173
C11 3.89 -4.47 -0.93  -0.5438
O4 3.33 -4.24 0.12  -0.0036
N4 3.36 -3.97 -2.06  0.0117
C12 2.39 -2.90 -2.00  -0.0859
H22 4.98 -6.33 -1.56  0.0618
H23 5.19 -5.75 0.12  0.0951
H24 5.99 -4.93 -1.25  0.0627
H25 3.63 -4.18 -3.05  0.1658
H26 1.70 -2.99 -1.16  0.0751
H27 1.84 -2.78 -2.95  0.0793
H28 2.97 -1.97 -1.86  0.0700
C13 -5.16 -1.26 -2.43  0.0285
C14 -4.88 -1.68 -3.87  -0.4699
O5 -4.99 -2.87 -4.23  -0.0152
N5 -4.48 -0.68 -4.71  0.0427
C15 -4.36 -0.90 -6.12  -0.0717
H29 -6.11 -1.64 -2.12  0.0840
H30 -5.05 -0.22 -2.31  0.0382
H31 -4.46 -1.82 -1.83  0.0626
H32 -4.33 0.23 -4.36  0.0609
H33 -4.24 0.03 -6.62  0.0811
H34 -5.24 -1.32 -6.53  0.0731
H35 -3.54 -1.60 -6.37  0.0768
C16 -0.97 -3.25 4.95  0.0179
C17 0.09 -2.47 4.23  -0.5294
O6 0.23 -1.26 4.45  -0.0074
N6 0.87 -3.11 3.39  0.0495
C18 1.93 -2.51 2.65  -0.0650
H36 -1.91 -2.98 4.53  0.0420
H37 -0.87 -3.13 6.06  0.1094
H38 -0.82 -4.33 4.73  0.0792
H39 0.59 -4.07 3.23  0.0989
H40 1.67 -2.10 1.69  0.0810
H41 2.75 -3.21 2.55  0.0876
H42 2.27 -1.66 3.23  0.0654
C19 5.12 0.97 -2.16  0.0223
C20 4.08 1.81 -1.48  -0.5202
O7 4.04 1.96 -0.29  0.0315
N7 3.15 2.34 -2.32  0.0182
C21 1.98 3.07 -1.96  -0.0827
H43 5.18 1.25 -3.18  0.0634
H44 4.85 -0.06 -1.99  0.0590
H45 6.13 1.15 -1.70  0.0892
H46 3.31 2.20 -3.31  0.1227
H47 1.09 2.45 -2.10  0.0629
H48 1.78 3.93 -2.63  0.0920
H49 2.10 3.44 -0.95  0.0744
C22 0.71 0.04 -3.68  0.0009
C23 -0.12 -0.68 -4.67  -0.5417
O8 -1.08 -1.36 -4.39  0.0384
N8 0.21 -0.51 -5.97  0.0154
C24 -0.63 -0.95 -7.05  -0.0691
H50 1.49 0.63 -4.20  0.0855
H51 1.26 -0.62 -3.10  0.0309
H52 0.24 0.63 -2.87  0.0654
H53 0.86 0.21 -6.20  0.1150
H54 -0.26 -1.88 -7.53  0.0891
H55 -0.67 -0.22 -7.87  0.0880
H56 -1.63 -1.17 -6.68  0.0435
C25 0.59 7.87 0.89  0.0215
C26 0.85 6.56 1.53  -0.5685
O9 -0.08 5.99 2.09  0.0022
N9 2.07 6.08 1.39  0.0376
C27 2.53 4.93 2.17  -0.0403
H57 -0.39 7.92 0.48  0.0609
H58 1.29 8.04 0.12  0.0761
H59 0.59 8.59 1.65  0.0767
H60 2.74 6.66 0.92  0.1340
H61 2.89 4.06 1.52  0.0930
H62 1.67 4.49 2.70  0.0735
H63 3.25 5.22 2.87  0.0575
C28 -2.50 -6.75 1.62  0.0153
C29 -1.07 -6.18 1.71  -0.5412
O10 -0.49 -5.84 2.77  -0.0255
N10 -0.44 -6.08 0.57  0.0442
C30 0.86 -5.48 0.44  -0.0625
H64 -2.69 -7.40 2.46  0.0773
H65 -2.65 -7.41 0.78  0.0691
H66 -3.29 -5.96 1.53  0.0738
H67 -0.90 -6.20 -0.31  0.0887
H68 1.07 -5.11 -0.51  0.0494
H69 1.65 -6.23 0.87  0.1408
H70 1.07 -4.65 1.07  0.0372
C31 -3.44 7.41 -0.31  -0.0005
C32 -2.38 6.49 -0.96  -0.5505
O11 -2.15 6.46 -2.17  0.0024
N11 -1.80 5.67 -0.09  0.0122
C33 -1.02 4.51 -0.41  -0.0634
H71 -4.41 6.93 -0.11  0.0820
H72 -3.64 8.26 -1.03  0.0968
H73 -3.07 7.87 0.63  0.0769
H74 -2.06 5.91 0.85  0.1082
H75 -1.67 3.81 -0.97  0.0836
H76 -0.83 4.04 0.55  0.0751
H77 -0.11 4.69 -0.90  0.0590
C34 0.34 3.70 5.67  -0.0042
C35 0.71 2.36 5.05  -0.5096
O12 1.63 2.28 4.25  0.0051
N12 0.01 1.24 5.39  -0.0108
C36 -0.87 1.11 6.47  -0.1163
H78 0.15 3.92 6.74  0.0738
H79 -0.64 4.03 5.22  0.0993
H80 1.10 4.44 5.40  0.0730
H81 0.36 0.35 5.00  0.0797
H82 -0.41 1.70 7.27  0.0800
H83 -0.94 0.04 6.77  0.0967
H84 -1.90 1.43 6.27  0.0767
C37 -4.80 3.91 -2.53  0.0107
C38 -3.78 3.21 -3.41  -0.5094
O13 -4.04 2.05 -3.77  -0.0181
N13 -2.55 3.74 -3.51  0.0310
C39 -1.49 3.02 -4.27  -0.0461
H85 -4.61 3.52 -1.53  0.0499
H86 -5.80 3.55 -2.69  0.0774
H87 -4.80 5.01 -2.51  0.0853
H88 -2.24 4.58 -3.00  0.0960
H89 -0.49 3.42 -4.05  0.0795
H90 -1.74 3.00 -5.38  0.1053
H91 -1.57 2.03 -3.90  0.0372
C40 0.78 1.15 1.30  0.0189
C41 0.20 0.41 0.11  -0.5101
O14 0.83 -0.33 -0.65  0.0030
N14 -1.16 0.67 -0.10  0.0637
C42 -1.91 -0.05 -1.21  -0.0391
H92 0.72 0.47 2.13  0.0654
H93 0.39 2.11 1.47  0.0480
H94 1.88 1.26 1.15  0.0862
H95 -1.66 1.31 0.54  0.1016
H96 -1.33 -0.87 -1.50  0.0509
H97 -2.08 0.61 -2.05  0.0706
H98 -2.89 -0.43 -0.95  0.0403
C43 6.61 -2.50 1.16  0.0145
C44 5.37 -1.75 0.58  -0.5070
O15 5.17 -1.78 -0.66  -0.0183
N15 4.55 -1.19 1.45  0.0749
C45 4.69 -0.96 2.89  -0.0604
H99 6.37 -3.35 1.77  0.0650
H100 7.30 -1.84 1.75  0.0920
H101 7.11 -2.89 0.29  0.0667
H102 3.84 -0.66 1.01  0.1133
H103 3.96 -0.28 3.32  0.0773
H104 5.67 -0.58 3.19  0.0819
H105 4.66 -1.89 3.37  0.0686
C46 7.33 1.66 0.73  0.0225
C47 6.74 1.84 2.17  -0.5524
O16 7.38 1.73 3.17  0.0507
N16 5.41 2.15 2.17  0.0042
C48 4.72 2.41 3.37  -0.1164
H106 8.40 1.84 0.77  0.0844
H107 6.81 2.39 0.13  0.0625
H108 7.18 0.67 0.43  0.0433
H109 4.98 2.33 1.28  0.0702
H110 3.66 2.20 3.19  0.0553
H111 4.74 3.48 3.80  0.1005
H112 5.12 1.84 4.21  0.0809